[1]
# C3H6N2O2

An isolated molecule of C3H6N2O2 (the ωB97M-V functional and the def2-TZVPD basis, the Open Molecules 2025 dataset).

Summary:
Structure (SMILES) = [H]/N=C/O/C=C(\N)O
Frontier orbital gap = 8.833 eV
Multiplicity = 1
Charge = 0

Geometry (Å):
N1 -1.898 0.795 -0.310
C1 -1.277 -0.189 0.437
O1 -2.177 -1.061 0.961
C2 0.047 -0.297 0.600
O2 0.841 0.748 0.115
C3 1.909 0.409 -0.628
N2 2.226 -0.783 -0.900
H1 -2.765 1.119 0.098
H2 -1.270 1.552 -0.543
H3 0.561 -1.141 1.042
H4 -1.701 -1.685 1.523
H5 2.435 1.320 -0.925
H6 3.069 -0.787 -1.470

***

[2]
# C4H4BrN

An isolated molecule of C4H4BrN (the ωB97M-V functional and the def2-TZVPD basis, the Open Molecules 2025 dataset).

Summary:
Structure (SMILES) = CN=C=C=CBr
Frontier orbital gap = 8.333 eV
Multiplicity = 1
Charge = 0

Geometry (Å):
C1 0.019 0.005 -0.297
C2 1.819 -0.993 -1.808
C3 0.830 -0.367 -1.258
C4 -1.551 0.955 1.518
N1 -0.722 0.715 0.353
Br1 2.565 -2.705 -1.171
H1 2.355 -0.683 -2.690
H2 -2.583 0.995 1.156
H3 -1.465 0.161 2.262
H4 -1.268 1.917 1.933

***

[3]
# C3H4N2S2

An isolated molecule of C3H4N2S2 (the ωB97M-V functional and the def2-TZVPD basis, the Open Molecules 2025 dataset).

Summary:
Structure (SMILES) = S=C1CSN=CN1
Frontier orbital gap = 8.361 eV
Multiplicity = 1
Charge = 0

Geometry (Å):
C1 -0.057 0.646 -0.885
C2 -0.776 1.104 0.495
C3 0.695 -1.368 0.359
H1 -1.781 0.698 0.557
H2 -0.810 2.188 0.683
H3 0.837 -2.434 -0.069
H4 0.990 -1.012 -1.554
N1 0.282 -1.206 1.648
N2 0.695 -0.491 -0.807
S1 -0.238 1.319 -2.381
S2 0.162 0.556 1.954

***

[4]
# C6H13N

An isolated molecule of C6H13N (the ωB97M-V functional and the def2-TZVPD basis, the Open Molecules 2025 dataset).

Summary:
Structure (SMILES) = C/C=C/CCCN
Frontier orbital gap = 9.535 eV
Multiplicity = 1
Charge = 0

Geometry (Å):
C1 -0.492 0.376 2.226
C2 -0.032 0.833 0.840
C3 -0.917 0.184 -0.288
C4 1.834 -1.278 -2.515
C5 1.194 -0.273 -1.633
C6 -0.148 -0.127 -1.578
N1 -1.880 0.700 2.486
H1 0.173 0.808 2.985
H2 -0.343 -0.706 2.356
H3 0.899 0.261 0.759
H4 0.006 1.921 0.805
H5 -1.817 0.775 -0.460
H6 -1.085 -0.788 0.181
H7 1.170 -2.096 -2.784
H8 2.662 -1.773 -2.000
H9 2.157 -0.900 -3.507
H10 1.793 0.414 -1.041
H11 -0.725 -0.276 -2.485
H12 -2.346 0.270 3.263
H13 -2.104 1.676 2.391

***

Calculated energy relative to the best compared isomer or geometry (same formula, charge and spin), 55.1; 49.7; 46.0; 39.7 kcal/mol (same order as the records).